19
Properties=species:S:1:pos:R:3:mulliken_charge:R:1 method="wB97M-V/def2-TZVPD" e_tot_ev=-37329.507 spin_multiplicity=3 e_homo_ha="-0.2371 / -0.3429" max_force_ev_per_a=3.64
C 1.228 -0.443 1.561 -1.631
C 2.108 -0.410 -0.754 -1.637
C 0.084 0.788 -0.117 -1.359
C 0.870 -0.457 0.140 1.251
O -2.755 0.043 -1.689 -0.473
P -2.275 -0.069 -0.144 0.540
S -2.933 -1.668 0.544 -0.263
S -3.406 1.667 0.633 -0.244
H 0.378 -0.048 2.189 0.368
H 2.089 0.193 1.752 0.394
H 1.715 -1.423 1.737 0.397
H 2.867 -1.104 -0.334 0.357
H 2.024 -0.742 -1.773 0.391
H 2.357 0.617 -0.818 0.435
H 0.333 1.272 -1.019 0.433
H 0.120 1.441 0.832 0.355
H 0.308 -1.330 -0.132 0.237
H -2.390 -0.596 -2.380 0.334
H -2.722 2.271 -0.225 0.115